Entry a
This record from the OMol25 dataset describes a cluster of 2 separate species, C5H7P in total. The level of theory is the ωB97M-V functional and the def2-TZVPD basis.

XYZ file:
```
13
C5H7P (the ωB97M-V functional and the def2-TZVPD basis)
C -1.890 2.396 -0.538
C -1.929 1.298 -0.010
P -1.978 -0.357 0.682
C -1.860 -1.149 -0.827
H -2.295 3.186 -1.111
H -2.242 -2.151 -0.945
H -1.465 -0.699 -1.721
C 1.484 -0.794 0.925
C 1.214 0.502 1.184
H 1.531 -1.695 1.640
H 1.605 -1.111 -0.134
H 1.085 0.757 2.218
H 0.871 1.227 0.423
```

Properties
- SMILES string: C#CP=C.C=C
- LUMO energy: -0.39 eV
- HOMO: -8.9623 eV

Entry b
This record from the OMol25 dataset describes an isolated molecule of C5H7P. The level of theory is the ωB97M-V functional and the def2-TZVPD basis.

XYZ file:
```
13
C5H7P (the ωB97M-V functional and the def2-TZVPD basis)
C -0.022 2.705 0.481
C -0.564 1.698 0.025
C -0.987 0.222 -0.024
C 0.091 -0.701 0.520
C 1.453 -0.924 -0.196
P 2.627 0.525 -0.341
H 0.481 3.571 0.771
H -1.849 0.087 0.686
H -1.382 0.074 -1.060
H 0.402 -0.406 1.571
H -0.294 -1.674 0.497
H 1.998 -1.647 0.414
H 1.281 -1.345 -1.141
```

Properties
- LUMO energy (alpha / beta): -0.71 / -0.76 eV
- HOMO (alpha / beta): -7.7856 / -7.8635 eV

Relative to the most stable structure, the computed energies are entry a 0.0; entry b 7.2, all in kcal/mol.

Entry a
This record from the OMol25 dataset describes an isolated molecule of C3H3BrO. The level of theory is the ωB97M-V functional and the def2-TZVPD basis.

XYZ file:
```
8
C3H3BrO (the ωB97M-V functional and the def2-TZVPD basis)
O -0.704 -0.012 -1.528
C -0.583 0.579 -0.451
C 0.191 -0.242 0.562
C 0.356 -1.407 -0.055
Br 1.412 -2.715 0.883
H -0.912 1.552 -0.078
H 0.563 0.181 1.532
H 0.171 -1.764 -0.948
```

Properties
- SMILES string: O=C/C=C/Br
- LUMO energy: -0.35 eV
- HOMO: -9.7626 eV

Entry b
This record from the OMol25 dataset describes an isolated molecule of C3H3BrO. The level of theory is the ωB97M-V functional and the def2-TZVPD basis.

XYZ file:
```
8
C3H3BrO (the ωB97M-V functional and the def2-TZVPD basis)
C -1.200 1.182 -0.092
C -0.219 0.389 -0.031
C 0.442 -0.690 0.080
O -2.497 -1.353 -0.045
Br -3.025 0.187 -0.029
H -1.270 2.192 -0.274
H 0.729 -1.002 1.132
H 0.708 -1.192 -0.880
```

Properties
- LUMO energy: -0.07 eV
- HOMO: -8.7717 eV

Entry c
This record from the OMol25 dataset describes a cluster of 2 separate species, C3H3BrO in total. The level of theory is the ωB97M-V functional and the def2-TZVPD basis.

XYZ file:
```
8
C3H3BrO (the ωB97M-V functional and the def2-TZVPD basis)
C -0.544 1.763 0.552
C -0.179 0.719 0.086
C 0.286 -0.545 -0.184
O 0.290 -1.569 0.736
Br 2.948 0.333 0.123
H -0.497 2.748 0.946
H 0.372 -0.947 -1.243
H 0.077 -2.448 0.344
```

Properties
- LUMO energy (alpha / beta): -1.74 / -2.20 eV
- HOMO (alpha / beta): -9.2046 / -8.7820 eV

Relative to the most stable structure, the computed energies are entry a 0.0; entry b 85.9; entry c 41.1, all in kcal/mol.

Entry a
This record from the OMol25 dataset describes a cluster of 2 separate species, CH2O2S in total. The level of theory is the ωB97M-V functional and the def2-TZVPD basis.

XYZ file:
```
6
CH2O2S (the ωB97M-V functional and the def2-TZVPD basis)
C 0.219 0.491 0.389
H -1.674 -0.194 1.086
H 0.344 -0.542 -1.954
O -0.469 0.184 1.489
O 1.005 1.415 0.163
S -0.267 -0.938 -0.918
```

Properties
- LUMO energy: -0.90 eV
- HOMO: -10.2066 eV

Entry b
This record from the OMol25 dataset describes an isolated molecule of CH2O2S. The level of theory is the ωB97M-V functional and the def2-TZVPD basis.

XYZ file:
```
6
CH2O2S (the ωB97M-V functional and the def2-TZVPD basis)
C 0.079 0.418 0.031
O -0.107 -0.927 0.409
O 0.380 -1.937 -0.312
S -1.655 0.741 -0.086
H 0.744 0.978 0.900
H 0.560 0.726 -0.943
```

Properties
- LUMO energy (alpha / beta): -3.37 / -3.42 eV
- HOMO (alpha / beta): -9.4409 / -9.3505 eV

Relative to the most stable structure, the computed energies are entry a 0.0; entry b 121.4, all in kcal/mol.

Entry a
This record from the OMol25 dataset describes a structure of composition CH2O2S. The level of theory is the ωB97M-V functional and the def2-TZVPD basis.

XYZ file:
```
6
CH2O2S (the ωB97M-V functional and the def2-TZVPD basis)
C -0.037 0.278 -0.110
O 1.737 -1.069 1.874
O -0.987 0.848 -0.830
S 0.576 -1.198 -0.107
H -0.134 0.867 0.851
H -1.155 0.275 -1.677
```

Properties
- LUMO energy (alpha / beta): -1.13 / -1.08 eV
- HOMO (alpha / beta): -9.7688 / -9.7205 eV

Entry b
This record from the OMol25 dataset describes an isolated molecule of CH2O2S. The level of theory is the ωB97M-V functional and the def2-TZVPD basis.

XYZ file:
```
6
CH2O2S (the ωB97M-V functional and the def2-TZVPD basis)
O -1.051 -1.231 -0.083
C -0.414 -0.220 -0.065
O -1.101 1.024 -0.030
S 1.448 0.021 -0.082
H -0.410 1.674 -0.057
H 1.527 -1.268 0.317
```

Properties
- SMILES string: O=C(O)S
- LUMO energy: 0.38 eV
- HOMO: -10.6548 eV

Entry c
This record from the OMol25 dataset describes an isolated molecule of CH2O2S. The level of theory is the ωB97M-V functional and the def2-TZVPD basis.

XYZ file:
```
6
CH2O2S (the ωB97M-V functional and the def2-TZVPD basis)
C 0.253 -0.318 0.000
O 1.936 1.406 0.014
O 2.648 0.330 -0.048
S 1.638 -1.044 0.022
H -0.708 -0.728 -0.272
H 0.137 0.680 0.195
```

Properties
- LUMO energy (alpha / beta): -0.68 / -0.92 eV
- HOMO (alpha / beta): -9.5496 / -8.1095 eV

Entry d
This record from the OMol25 dataset describes a cluster of 2 separate species, CH2O2S in total. The level of theory is the ωB97M-V functional and the def2-TZVPD basis.

XYZ file:
```
6
CH2O2S (the ωB97M-V functional and the def2-TZVPD basis)
C -2.777 -2.223 -0.659
O -2.824 -1.274 -1.267
O 2.103 1.107 0.769
S 0.782 0.531 -0.031
H -0.097 0.241 0.905
H 2.812 1.617 0.284
```

Properties
- LUMO energy: 0.39 eV
- HOMO: -8.7675 eV

Relative to the most stable structure, the computed energies are entry a 128.1; entry b 0.0; entry c 141.8; entry d 38.0, all in kcal/mol.

Entry a
This record from the OMol25 dataset describes an isolated molecule of C2H4O4S. The level of theory is the ωB97M-V functional and the def2-TZVPD basis.

XYZ file:
```
11
C2H4O4S (the ωB97M-V functional and the def2-TZVPD basis)
O 2.544 -1.034 -0.735
S 1.646 -0.035 -0.098
O 2.288 1.040 0.733
C 0.093 -0.515 0.588
O -0.619 -1.713 0.364
C -0.022 0.539 -0.525
O -0.448 1.739 -0.246
H 0.014 -0.164 1.671
H -0.033 -2.318 -0.137
H -0.439 0.350 -1.476
H -0.149 2.100 0.637
```

Properties
- SMILES string: O=S1(=O)[C@H](O)[C@H]1O
- LUMO energy: 0.30 eV
- HOMO: -10.0284 eV

Entry b
This record from the OMol25 dataset describes a cluster of 3 separate species, C2H4O4S in total. The level of theory is the ωB97M-V functional and the def2-TZVPD basis.

XYZ file:
```
11
C2H4O4S (the ωB97M-V functional and the def2-TZVPD basis)
C -2.056 1.675 0.500
C -2.301 0.637 -0.037
O -0.935 -2.243 1.611
O -1.378 -0.422 3.189
O 1.922 -1.751 1.309
O 1.579 -1.247 0.100
S -0.587 -1.575 2.875
H -1.934 2.549 1.101
H 0.904 -1.830 -0.212
H -2.606 -0.374 -0.172
H 2.509 -1.057 1.499
```

Properties
- LUMO energy: -1.12 eV
- HOMO: -9.9880 eV

Relative to the most stable structure, the computed energies are entry a 0.0; entry b 58.8, all in kcal/mol.

Entry a
This record from the OMol25 dataset describes an isolated molecule of H3NOSSi. The level of theory is the ωB97M-V functional and the def2-TZVPD basis.

XYZ file:
```
7
H3NOSSi (the ωB97M-V functional and the def2-TZVPD basis)
N 1.162 -0.434 -0.142
O -0.107 0.519 1.979
Si -0.399 -0.110 -0.809
S 1.201 0.113 1.668
H -0.408 1.346 -1.037
H -1.280 -0.491 0.316
H -0.169 -0.942 -1.976
```

Properties
- LUMO energy (alpha / beta): -1.45 / -1.37 eV
- HOMO (alpha / beta): -9.7314 / -10.4061 eV

Entry b
This record from the OMol25 dataset describes a structure of composition H3NOSSi. The level of theory is the ωB97M-V functional and the def2-TZVPD basis.

XYZ file:
```
7
H3NOSSi (the ωB97M-V functional and the def2-TZVPD basis)
N -1.079 1.527 -0.386
O -0.846 -0.869 0.203
Si 0.737 -0.315 -0.037
S -1.894 0.356 -0.073
H 1.022 -1.430 0.763
H 1.216 0.645 0.931
H 0.844 0.086 -1.400
```

Properties
- LUMO energy: -0.67 eV
- HOMO: -10.3367 eV

Relative to the most stable structure, the computed energies are entry a 26.8; entry b 0.0, all in kcal/mol.

Entry a
This record from the OMol25 dataset describes an isolated molecule of C3H5FN2. The level of theory is the ωB97M-V functional and the def2-TZVPD basis.

XYZ file:
```
11
C3H5FN2 (the ωB97M-V functional and the def2-TZVPD basis)
C -0.863 -1.873 1.122
C -0.079 -0.927 0.513
F 1.221 -1.002 0.372
C -0.566 0.251 -0.136
N 0.333 1.058 -0.633
N -0.034 2.170 -1.147
H -1.918 -1.427 1.281
H -0.435 -2.769 1.598
H -1.601 0.371 -0.363
H -0.831 2.688 -0.766
H 0.751 2.848 -1.631
```

Properties
- SMILES string: C=C(F)/C=N/N
- LUMO energy: 0.82 eV
- HOMO: -8.0292 eV

Entry b
This record from the OMol25 dataset describes an isolated molecule of C3H5FN2. The level of theory is the ωB97M-V functional and the def2-TZVPD basis.

XYZ file:
```
11
C3H5FN2 (the ωB97M-V functional and the def2-TZVPD basis)
H 0.790 0.486 2.376
N 1.001 -0.445 1.981
C 0.462 -0.538 0.836
N 0.681 -1.671 0.059
C -0.397 0.476 0.205
C -0.443 0.631 -1.123
F -1.183 1.567 -1.698
H 1.236 -2.324 0.594
H -0.071 -2.124 -0.471
H -0.929 1.221 0.787
H 0.114 0.047 -1.798
```

Properties
- SMILES string: [H]/N=C(N)\C=C\F
- LUMO energy: 0.95 eV
- HOMO: -9.4357 eV

Entry c
This record from the OMol25 dataset describes an isolated molecule of C3H5FN2. The level of theory is the ωB97M-V functional and the def2-TZVPD basis.

XYZ file:
```
11
C3H5FN2 (the ωB97M-V functional and the def2-TZVPD basis)
F 2.254 -0.073 -0.274
C 1.080 0.599 -0.650
N 0.513 1.242 0.444
C -0.548 0.721 0.874
C -0.993 -0.538 0.200
N 0.005 -0.723 -0.844
H 1.178 1.081 -1.688
H -1.027 1.184 1.798
H -0.990 -1.381 0.900
H -1.967 -0.520 -0.062
H 0.495 -1.591 -0.698
```

Properties
- SMILES string: F[C@@H]1N=CCN1
- LUMO energy: 0.92 eV
- HOMO: -9.3194 eV

Relative to the most stable structure, the computed energies are entry a 49.1; entry b 0.0; entry c 22.5, all in kcal/mol.